# 1
Below is C13H17ClOPb as an isolated structure in a non-equilibrium geometry, with properties calculated with ωB97M-V/def2-TZVPD.

Geometry as XYZ:
```
33
Properties=species:S:1:pos:R:3:forces:R:3
C -2.1411 -1.4423 -0.6887 -1.9 -0.4 -0.6
C -1.5097 -1.6338 -1.9364 -2.2 -0.3 -1.4
C -1.2771 -0.3554 -2.4937 -2.7 0.0 -1.8
H -1.2286 -2.5814 -2.3644 0.2 -0.1 0.0
C -1.7251 0.6181 -1.5736 -2.1 0.1 -1.3
C -2.2713 -0.0676 -0.4651 -1.7 0.1 -0.6
H -2.6145 0.3900 0.4442 0.0 0.0 0.1
H -2.3679 -2.2158 0.0216 0.1 -0.1 0.1
H -0.8185 -0.1568 -3.4463 0.2 0.0 0.0
H -1.6353 1.6867 -1.6744 0.2 0.0 0.1
Pb 0.1238 -0.5180 -0.6028 0.1 -0.7 3.4
Cl 0.2816 -2.4682 0.9379 0.3 -3.3 2.8
C 2.4726 -0.3971 -0.3344 2.3 0.3 -0.5
C 2.0984 0.8263 -0.9319 2.0 0.5 -0.5
C 1.6109 0.5479 -2.2158 1.7 0.4 -1.1
H 2.0893 1.7832 -0.4428 -0.1 0.0 0.1
C 1.7004 -0.8505 -2.4259 2.1 0.1 -1.3
C 2.2404 -1.4310 -1.2698 2.3 -0.1 -0.9
H 2.3599 -2.4827 -1.0827 -0.1 -0.1 0.1
H 2.7790 -0.5306 0.6871 0.0 0.0 0.1
H 1.1921 1.2673 -2.9003 -0.1 0.0 0.0
H 1.3642 -1.3843 -3.2994 -0.1 -0.1 0.0
C 0.8811 0.5119 2.8487 0.2 -0.3 0.4
C -0.3993 0.6998 2.0331 0.2 1.3 -1.0
C -1.2636 1.7816 2.6852 -0.4 0.2 0.4
O -0.1019 1.1029 0.7131 -0.4 2.3 3.8
H 1.4855 1.4441 2.8480 -0.4 -0.4 -0.1
H 1.4864 -0.3132 2.4376 -0.3 0.3 0.1
H 0.6307 0.2432 3.8973 0.2 0.1 -0.3
H -0.9883 -0.2405 2.0456 0.2 0.0 0.1
H -0.7188 2.7498 2.7119 -0.2 -0.5 0.0
H -2.2036 1.9263 2.1146 0.5 0.0 0.2
H -1.5301 1.4887 3.7235 0.0 0.2 -0.3
```
Forces are in eV/Å.

Values from the calculation:
Total charge ... -2
HOMO-LUMO gap ... 3.83 eV
LUMO ... 5.84 eV
HOMO energy ... 2.0082 eV
Energy above the lowest of the compared OMol25 structures with the same formula, charge and spin ... 104.61 kcal/mol
Max |F| ... 4.51 eV Å⁻¹

=====

# 2
Below is C14H42O20PV as an isolated structure in a non-equilibrium geometry, with properties calculated with ωB97M-V/def2-TZVPD.

Geometry as XYZ:
```
78
Properties=species:S:1:pos:R:3:forces:R:3
O 0.3746 -0.0196 0.6230 0.2 0.0 -0.1
V 1.5198 0.6230 -0.3371 0.6 2.0 -1.6
O 1.0135 0.5476 -1.8485 -0.2 -0.7 1.0
P 2.6776 3.0480 -0.8121 5.8 1.5 -1.0
O 3.6533 3.7975 0.0836 -1.6 1.2 -0.4
O 3.4049 1.6634 -0.8632 -1.6 -3.3 -0.1
O 2.4435 3.5943 -2.2483 -0.7 0.1 2.0
O 1.3941 2.6434 -0.0472 -2.6 -1.7 0.2
C -3.1080 0.4324 -0.0702 1.9 -0.4 1.0
C -3.8215 0.9930 1.1410 0.2 0.9 -0.2
O -5.2117 1.0455 0.8856 -1.1 0.0 0.3
O -3.2000 -1.0044 -0.0439 -0.6 0.2 0.1
H -2.0387 0.6316 0.0202 0.1 0.4 0.3
H -3.3673 0.8855 -1.0271 -0.8 -0.1 0.1
H -3.5614 2.0140 1.4264 0.9 0.2 -0.8
H -3.5933 0.5100 2.0933 -0.1 -1.0 -0.3
H -5.4320 1.9660 1.0410 -0.4 -0.2 -0.1
H -2.8617 -1.3092 -0.8889 -0.1 0.1 -0.1
C -2.2226 -3.8083 1.7681 1.0 0.3 -0.5
C -1.4524 -2.7501 2.5809 -1.4 0.9 -0.8
O -2.2533 -2.2179 3.6666 0.4 -0.8 0.0
O -2.3711 -4.9843 2.4862 -0.3 -1.8 1.3
H -1.5600 -4.1461 0.9686 0.2 0.5 -0.3
H -3.1775 -3.5985 1.2849 0.1 1.1 0.3
H -1.2104 -1.8892 1.9562 0.3 -0.2 -0.4
H -0.5236 -3.2122 2.9169 -0.1 0.0 0.4
H -2.2175 -1.2615 3.5946 0.0 0.0 0.0
H -2.9822 -4.8685 3.2181 0.0 0.3 0.0
C -1.3168 -1.5275 -3.3375 -0.8 -0.1 0.8
C -2.7419 -2.0451 -3.3290 0.3 0.9 -1.8
O -3.5664 -0.9887 -2.8805 -0.8 -0.5 1.2
O -0.5199 -2.5208 -3.8801 1.2 -0.6 -0.8
H -0.9636 -1.3362 -2.3219 -0.3 0.4 0.2
H -1.2554 -0.5945 -3.9006 0.0 0.1 0.0
H -2.8140 -3.0244 -2.8553 -0.4 0.5 1.0
H -3.0875 -2.2587 -4.3431 0.5 -0.2 -0.4
H -3.5736 -0.2873 -3.5356 0.2 -0.1 -0.1
H 0.3561 -2.1240 -3.8696 0.3 -0.3 -0.2
C 2.2720 -3.5911 0.3576 -0.7 -0.1 -0.5
C 1.8093 -2.7016 -0.8328 0.7 -0.3 2.0
O 2.4919 -1.4567 -0.5741 -0.5 -0.2 -0.6
O 3.5474 -4.1579 0.1390 0.4 -0.6 -0.1
H 1.5893 -4.4162 0.5640 0.1 -0.2 -0.4
H 2.2835 -3.0108 1.2807 -0.2 0.4 -0.2
H 0.7248 -2.6197 -0.7765 0.1 0.6 -0.3
H 2.1863 -3.0690 -1.7872 -0.4 -0.4 0.0
H 3.4080 -1.7406 -0.6117 0.3 1.0 -0.1
H 4.2045 -3.4862 -0.0587 0.0 0.1 0.2
C 3.6674 -1.1451 3.3920 -0.5 -0.3 -0.4
C 2.8255 0.0665 2.9446 1.0 -0.4 0.4
O 2.8787 0.2299 1.5634 0.0 -0.6 -1.3
O 5.0512 -1.0252 3.1606 0.9 0.8 0.2
H 3.4405 -2.0427 2.8130 -1.1 -0.1 0.2
H 3.5335 -1.3493 4.4544 0.0 0.1 0.0
H 3.2676 0.9928 3.3153 -0.4 0.0 0.9
H 1.7830 -0.1012 3.2130 0.0 0.3 0.1
H 3.7745 0.1254 1.2326 0.1 0.7 -0.2
H 5.1505 -0.6398 2.2861 0.4 0.1 0.0
C 0.0406 2.8678 -4.5551 1.8 -0.7 1.2
C -0.6704 3.1022 -3.2177 0.2 0.1 -1.4
O -0.2246 4.3252 -2.7302 -0.8 0.8 0.5
O 1.4213 2.5667 -4.3249 -0.9 -0.8 -1.8
H 0.0445 3.7749 -5.1622 -0.8 0.1 -0.2
H -0.3696 1.9959 -5.0689 -0.2 0.0 -0.3
H -0.4681 2.2898 -2.5186 0.0 -0.2 -0.1
H -1.7366 3.1672 -3.4461 -0.3 0.1 0.3
H 0.6807 4.1909 -2.4166 0.8 0.0 0.3
H 1.7905 3.0067 -3.5373 0.3 0.3 0.9
C -0.8374 3.5904 2.1180 1.9 -0.1 0.0
C 0.1573 2.6680 2.9293 -0.8 1.3 -1.0
O 1.4980 2.9565 2.5046 -1.5 -0.5 1.7
O -1.0048 3.1424 0.7990 -1.8 -0.4 0.4
H -0.3118 4.5447 2.0343 -0.2 0.5 0.5
H -1.8010 3.7380 2.6071 -0.2 -0.2 -0.1
H -0.1925 1.6631 2.6822 0.4 -0.5 0.1
H 0.0296 2.8635 3.9949 0.3 0.0 0.2
H 1.3796 3.0523 1.5504 1.1 -0.1 -0.7
H -0.1469 3.0140 0.3671 0.5 0.1 -0.3
```
Forces are in eV/Å.

Values from the calculation:
Total charge ... -2
HOMO-LUMO gap ... 5.30 eV
LUMO ... 3.80 eV
HOMO energy ... -1.5004 eV
Energy above the lowest of the compared OMol25 structures with the same formula, charge and spin ... 23.86 kcal/mol
Max |F| ... 6.07 eV Å⁻¹

=====

# 3
Below is a 2-piece molecular cluster, C3H4N2O overall in a non-equilibrium geometry, with properties calculated with ωB97M-V/def2-TZVPD.

Geometry as XYZ:
```
10
Properties=species:S:1:pos:R:3:forces:R:3
H 0.9956 2.2100 0.1371 0.0 -0.1 0.0
N 0.8708 1.2007 0.0489 -0.4 0.0 0.0
C -0.3481 0.9091 0.1080 0.2 0.1 0.0
C -1.4643 0.0074 0.1007 0.0 -0.3 0.0
O -1.5436 1.4861 0.2481 0.0 0.2 0.0
H -1.7395 -0.5402 0.9976 0.1 0.1 -0.1
H -1.8698 -0.3647 -0.8358 0.1 0.0 0.1
C 1.7408 -1.6278 -0.2710 -0.5 -0.8 0.0
N 1.1681 -2.6284 -0.3137 0.5 0.9 0.0
H 2.1901 -0.6521 -0.2200 -0.1 -0.1 0.0
```
Forces are in eV/Å.

Values from the calculation:
HOMO-LUMO gap ... 12.00 eV
LUMO ... 0.84 eV
HOMO energy ... -11.1584 eV
Energy above the lowest of the compared OMol25 structures with the same formula, charge and spin ... 67.97 kcal/mol
Max |F| ... 1.02 eV Å⁻¹

=====

# 4
Below is a 2-piece molecular cluster, C46H57N4 overall in a non-equilibrium geometry, with properties calculated with ωB97M-V/def2-TZVPD.

Geometry as XYZ:
```
107
Properties=species:S:1:pos:R:3:forces:R:3
C -2.1371 -3.3883 -2.9548 0.0 0.1 -0.4
C -2.6146 -2.9715 -1.5682 0.0 0.2 0.4
C -3.4507 -4.0805 -0.9257 0.1 0.0 0.1
C -3.3314 -1.6262 -1.6362 0.4 -0.2 0.0
C -4.7099 -1.5673 -1.8143 -0.2 0.2 0.1
C -5.3618 -0.3410 -1.9562 0.2 0.0 -0.1
C -4.6144 0.8295 -2.0285 -0.1 -0.3 0.2
C -3.2261 0.8044 -1.8715 0.3 0.2 -0.1
C -2.4489 2.1096 -2.0456 0.2 -0.4 0.0
C -2.6788 3.0635 -0.8783 -0.1 0.1 0.2
C -2.7891 2.7866 -3.3766 0.0 -0.2 -0.1
C -2.5906 -0.4248 -1.6192 -0.5 0.0 -0.4
N -1.1490 -0.4851 -1.4850 1.2 -0.1 0.0
N -0.4186 -0.8905 -2.5521 2.0 -0.1 0.8
N 0.8749 -0.8931 -2.1148 -3.0 1.7 0.3
C 1.9569 -0.8510 -3.0709 0.3 -0.6 -0.6
C 2.4802 0.3951 -3.4611 -0.2 0.2 0.1
C 1.7197 1.6942 -3.1875 0.3 -0.3 0.6
C 0.5836 1.8515 -4.1913 -0.2 -0.1 -0.4
C 2.6253 2.9220 -3.1738 0.0 0.0 0.0
C 3.6635 0.4034 -4.1975 -0.2 -0.2 -0.2
C 4.2265 -0.7921 -4.6443 0.1 -0.1 0.1
C 3.6270 -2.0099 -4.3397 0.0 0.2 -0.1
C 2.4795 -2.0594 -3.5478 -0.1 -0.1 0.2
C 1.8270 -3.4100 -3.2444 0.0 0.4 0.2
C 2.8437 -4.4197 -2.7091 0.0 0.0 0.1
C 1.1141 -3.9546 -4.4857 -0.1 0.1 -0.1
C 0.9591 -0.3897 -0.8236 0.9 -1.1 -2.0
C 2.2465 -0.1584 -0.2071 1.3 0.3 0.7
C 2.5242 1.0708 0.4473 -0.1 -0.7 -0.4
C 3.8082 1.3471 0.9221 -0.2 -0.1 -0.1
C 4.8366 0.4214 0.7532 -0.1 -0.1 0.0
C 4.5657 -0.8249 0.1713 0.0 0.2 0.0
C 3.2886 -1.1206 -0.2925 -0.5 0.5 0.1
C -0.3297 -0.1257 -0.3922 -1.5 0.6 0.8
C -0.6994 0.4438 0.8193 -0.2 -0.6 -1.0
H -1.5612 -2.5753 -3.4143 -0.2 -0.4 0.0
H -1.4989 -4.2771 -2.8945 -0.1 0.1 0.0
H -2.9964 -3.6196 -3.6019 0.2 0.0 0.1
H -1.7285 -2.8263 -0.9364 -0.1 0.0 -0.1
H -3.8865 -3.7465 0.0210 0.0 -0.1 -0.1
H -4.2555 -4.4135 -1.5916 0.1 0.0 0.2
H -2.8090 -4.9441 -0.7127 -0.2 0.1 -0.1
H -5.2856 -2.4946 -1.8497 0.2 0.3 0.1
H -6.4488 -0.3057 -2.0411 0.3 0.0 -0.1
H -5.1069 1.7821 -2.2302 0.1 -0.3 0.1
H -1.3875 1.8367 -2.0594 -0.1 0.2 0.0
H -2.3174 2.6165 0.0543 -0.1 0.1 -0.1
H -2.1386 4.0040 -1.0436 -0.1 -0.1 0.0
H -3.7478 3.2901 -0.7725 0.2 0.0 0.0
H -2.5726 2.1134 -4.2157 -0.1 0.2 0.1
H -3.8523 3.0554 -3.4201 0.3 0.0 0.0
H -2.1960 3.7005 -3.5053 -0.1 -0.2 0.0
H 1.2731 1.6064 -2.1873 0.0 0.1 -0.1
H -0.0855 0.9807 -4.1587 0.1 0.3 -0.1
H -0.0051 2.7522 -3.9804 0.1 -0.1 0.0
H 0.9912 1.9373 -5.2098 -0.1 0.0 0.2
H 3.4579 2.7827 -2.4759 0.0 0.1 -0.1
H 3.0236 3.1204 -4.1761 0.0 0.1 0.2
H 2.0601 3.8055 -2.8538 0.1 -0.2 -0.1
H 4.1315 1.3548 -4.4520 -0.2 -0.3 0.0
H 5.1345 -0.7650 -5.2481 -0.2 0.0 0.2
H 4.0497 -2.9460 -4.7091 -0.1 0.3 0.0
H 1.0714 -3.2306 -2.4684 0.1 -0.1 -0.1
H 3.4149 -3.9947 -1.8754 0.0 -0.1 -0.1
H 2.3326 -5.3193 -2.3484 0.1 0.1 -0.1
H 3.5495 -4.7132 -3.4971 -0.1 0.0 0.2
H 0.4258 -3.2075 -4.8996 0.1 -0.2 0.1
H 1.8442 -4.2155 -5.2648 -0.2 0.1 0.2
H 0.5355 -4.8529 -4.2387 0.2 0.1 -0.1
H 1.7198 1.8020 0.5347 0.3 -0.1 0.0
H 3.9920 2.3010 1.4216 0.0 -0.3 -0.3
H 5.8441 0.6664 1.0911 -0.3 -0.1 -0.1
H 5.3621 -1.5681 0.0773 -0.3 0.3 0.0
H 3.0666 -2.0965 -0.7267 0.1 0.3 0.1
H 0.1340 0.8173 1.3915 -0.6 0.1 0.0
H -1.7498 0.4632 1.0797 0.2 0.3 0.3
C -2.4386 -0.0605 8.5188 -0.1 0.2 0.0
C -1.7232 -1.4076 8.7217 0.1 -0.3 0.2
C -0.8257 -1.6405 7.5004 0.3 -0.4 0.4
N -1.1265 -0.5364 6.5948 0.7 0.1 -1.6
C -0.5682 -0.4336 5.4004 -0.2 -0.3 0.4
C -0.7305 0.7017 4.5917 -0.4 0.4 -1.0
C 0.1675 0.9772 3.5686 0.4 -0.8 2.2
C 0.6248 2.3366 3.3429 -0.1 1.5 -0.8
C 2.0088 2.6508 3.3874 -0.6 -0.6 0.0
C 2.4438 3.9660 3.2572 -0.1 0.0 0.0
C 1.5208 4.9925 3.0298 -0.1 -0.3 0.0
C 0.1498 4.7041 3.0043 0.0 -0.1 0.0
C -0.2991 3.3949 3.1742 0.4 -0.3 0.1
C -1.9766 0.5003 7.1660 -0.4 0.5 0.4
H -3.5231 -0.1898 8.5110 0.2 0.0 0.1
H -2.1853 0.6462 9.3122 -0.1 -0.1 -0.1
H -1.1092 -1.3965 9.6257 -0.2 -0.1 -0.1
H -2.4422 -2.2275 8.8087 0.1 0.2 0.1
H 0.2397 -1.6242 7.7795 -0.3 0.1 -0.2
H -1.0133 -2.6046 7.0082 0.0 0.3 0.1
H 0.1399 -1.2249 5.1123 -0.4 0.3 0.1
H -1.5169 1.4211 4.8589 0.8 0.0 0.1
H 0.7747 0.1489 3.1945 0.1 0.3 0.3
H 2.7191 1.8378 3.5719 -0.2 0.4 -0.2
H 3.5120 4.1900 3.3273 -0.4 -0.1 -0.1
H 1.8720 6.0097 2.8587 -0.1 -0.2 0.1
H -0.5752 5.5055 2.8551 0.2 -0.2 0.0
H -1.3647 3.1537 3.1746 0.3 0.2 -0.1
H -2.8273 0.7332 6.5082 0.3 -0.2 0.1
H -1.4123 1.4402 7.3057 0.0 -0.4 -0.2
```
Forces are in eV/Å.

Values from the calculation:
Total charge ... +1
HOMO-LUMO gap ... 4.17 eV
LUMO ... -4.05 eV
HOMO energy ... -8.2273 eV
Energy above the lowest of the compared OMol25 structures with the same formula, charge and spin ... 0.00 kcal/mol
Max |F| ... 3.46 eV Å⁻¹

=====

# 5
Below is one molecule with the formula C4H10N2O in a non-equilibrium geometry, with properties calculated with ωB97M-V/def2-TZVPD.

Geometry as XYZ:
```
17
Properties=species:S:1:pos:R:3:forces:R:3
H -2.8504 -0.2832 0.3999 0.2 0.2 0.1
N -1.9671 0.2366 0.4596 0.8 -0.8 -0.7
C -1.0849 -0.4363 -0.1531 -1.8 -3.1 -0.6
O -1.4900 -1.7684 -0.6614 -0.2 1.6 0.6
C 0.3543 -0.2708 -0.3812 0.9 3.3 1.0
C 1.1832 -1.2685 0.4203 -0.1 -0.4 -0.1
C 0.8129 1.2839 0.0267 0.4 -1.3 -0.7
N -0.1467 2.3374 0.2308 -0.6 -0.2 0.2
H -0.9079 -2.1480 -1.3374 0.1 0.5 0.3
H 0.5492 -0.3719 -1.4536 -0.1 -0.1 0.1
H 1.1531 -2.2484 -0.0653 0.1 0.0 0.2
H 2.2295 -0.9547 0.4919 -0.2 0.0 -0.1
H 0.7871 -1.3922 1.4328 0.1 0.1 -0.1
H 1.4793 1.5849 -0.7881 0.0 0.0 0.1
H 1.4442 1.2194 0.9176 -0.2 -0.1 0.0
H -0.7540 2.0870 1.0174 0.3 0.2 -0.4
H -0.7916 2.3933 -0.5568 0.2 0.1 0.1
```
Forces are in eV/Å.

Values from the calculation:
HOMO-LUMO gap ... 9.61 eV
LUMO ... 0.70 eV
HOMO energy ... -8.9068 eV
Energy above the lowest of the compared OMol25 structures with the same formula, charge and spin ... 42.68 kcal/mol
Max |F| ... 3.63 eV Å⁻¹